Molecular formula: C12H33BrMnN3O3
Method: DFT, ωB97M-V with the def2-TZVPD basis set

frontier orbital gap (spin up / spin down)	0.2187 / 0.2131	Ha
charge	+1
spin multiplicity	6
energy	-124948.792	eV
HOMO energy (spin up / spin down)	-10.96 / -10.96	eV
energy above the lowest of the compared OMol25 structures with the same formula, charge and spin	148.5	kJ/mol

Geometry as XYZ:
```
53
Properties=species:S:1:pos:R:3:forces:R:3
Mn 2.55142 -0.64963 -2.45689 -0.76 0.79 1.30
Br 1.78995 0.40578 -0.33979 0.69 -0.51 -0.92
C -0.14064 1.91678 3.36773 -0.67 -0.07 -0.30
C 1.32362 1.81690 3.70709 0.10 0.33 0.06
C 1.73902 0.37046 3.83893 0.15 0.00 0.37
O 3.06287 0.33367 4.34170 -0.10 -0.12 -0.26
C 3.53427 -0.98437 4.51097 0.09 0.02 0.08
N 2.11098 2.54299 2.70458 0.38 -0.52 -0.17
H -0.79361 1.59743 4.18322 0.14 0.01 0.05
H -0.40427 1.28964 2.50338 0.14 0.04 0.03
H -0.40822 2.93896 3.09886 0.07 0.04 0.10
H 1.51662 2.30830 4.66422 -0.06 -0.04 0.04
H 1.69299 -0.10721 2.84619 -0.03 -0.12 0.09
H 1.06034 -0.15227 4.52903 0.03 -0.09 -0.10
H 4.60086 -0.93117 4.72096 0.00 0.03 0.00
H 3.38286 -1.58311 3.60386 -0.03 0.01 0.04
H 3.04151 -1.47676 5.35771 -0.06 -0.02 -0.10
H 3.09120 2.32686 2.89664 -0.11 0.27 0.03
H 1.94672 2.08108 1.80858 -0.07 0.25 0.05
C -3.06537 -2.29858 0.42950 -0.06 0.00 -0.22
C -1.80742 -1.51706 0.09688 0.42 -0.11 0.11
C -2.14348 -0.07924 -0.26981 0.18 0.15 -0.03
O -2.54691 0.58030 0.89999 -0.19 -0.31 0.05
C -3.08930 1.85220 0.68515 -0.13 0.54 -0.12
N -0.84319 -1.62267 1.20921 -0.27 0.33 -0.32
H -3.68136 -1.73982 1.13423 0.04 -0.07 0.09
H -2.80285 -3.26271 0.85751 -0.04 -0.03 0.03
H -3.65835 -2.45881 -0.47368 -0.06 -0.03 0.04
H -1.32363 -1.94415 -0.79560 -0.06 -0.12 0.14
H -2.94872 -0.06725 -1.02231 0.03 0.07 0.03
H -1.25491 0.42275 -0.69491 -0.09 -0.03 0.00
H -2.30439 2.60866 0.54956 -0.02 -0.07 -0.03
H -3.68381 2.12283 1.55624 0.08 -0.03 0.03
H -3.74697 1.87458 -0.19460 0.04 -0.07 0.07
H 0.01911 -1.16965 0.92342 0.07 -0.05 0.05
H -1.20093 -1.03310 1.96023 0.03 -0.22 0.06
C -0.35862 1.44449 -4.85437 -0.08 0.16 -0.32
C 0.37865 0.63035 -3.82359 -0.20 -0.28 0.39
C 0.03288 -0.83890 -3.96509 -0.15 -0.03 -0.32
O 0.74784 -1.60540 -2.98692 0.17 -0.23 -0.26
C 0.31183 -2.98009 -2.94269 0.03 -0.32 0.07
N 1.86816 0.81532 -3.89124 -0.18 0.09 -0.71
H -0.09329 2.49843 -4.77668 -0.01 0.01 -0.02
H -1.43599 1.36673 -4.71257 0.00 -0.01 0.05
H -0.13467 1.09706 -5.86779 0.03 0.08 0.04
H 0.05922 0.91307 -2.81620 0.24 0.17 -0.02
H 0.25042 -1.22529 -4.97047 0.09 0.04 0.08
H -1.03547 -0.97171 -3.78566 -0.01 0.05 0.02
H 0.67601 -3.42512 -2.02060 0.06 0.11 0.04
H 0.69388 -3.53682 -3.80082 0.01 0.12 -0.02
H -0.77685 -3.01992 -2.94214 0.02 0.10 0.03
H 2.05984 1.80150 -3.70608 0.11 -0.19 0.38
H 2.14015 0.72371 -4.87508 0.01 -0.19 0.15
```
Positions in Å, forces in eV/Å.

Atom-resolved charges from Löwdin, all expressed in e: 0.8306 0.1454 -0.0667 -0.4513 -0.2272 -0.1886 -0.1112 0.0427 0.0865 0.0565 0.0820 0.1448 0.0987 0.1345 0.0874 0.0845 0.0905 0.0723 -0.0284 -0.0554 -0.4373 -0.2390 -0.2019 -0.1025 0.0535 0.0842 0.0790 0.0775 0.1103 0.1254 0.0824 0.0905 0.0952 0.0885 -0.0347 0.0700 -0.0330 -0.4221 -0.1705 -0.3485 -0.0337 -0.0094 0.0964 0.1004 0.0973 0.1116 0.1494 0.1463 0.1078 0.1057 0.1005 0.1168 0.1167